Formula: C37H70ClFIN4O15S7
Source: the Open Molecules 2025 dataset
Level of theory: ωB97M-V with the def2-TZVPD basis set

The geometry in XYZ format:
```
136
Properties=species:S:1:pos:R:3:forces:R:3:lowdin_charge:R:1
C 4.47054 -3.29254 2.72495 -0.045 1.182 -0.437 -0.06
C 4.59408 -3.66900 1.18945 -0.502 -0.777 1.294 -0.37
C 5.16912 -5.13208 1.09827 0.639 0.378 -0.241 -0.08
C 3.18841 -3.48510 0.49771 0.571 -0.108 -0.937 -0.14
C 3.28410 -2.24241 -0.49202 0.549 -1.906 0.135 -0.07
N 1.97619 -1.80226 -0.99559 -1.147 1.001 -0.293 0.07
C 1.08786 -0.79194 -0.72516 -0.301 0.903 0.611 -0.39
N 1.24055 0.19307 0.16509 -0.141 0.478 0.028 -0.42
I -0.34252 1.55495 0.31037 0.296 -0.015 0.076 1.22
C 2.36613 0.46322 1.02385 1.716 0.560 1.003 -0.17
C 2.40695 -0.49413 2.27244 -0.113 1.133 -1.537 -0.43
O 1.53595 -1.26559 2.41235 -0.088 -1.002 0.954 0.17
F 3.43599 -0.32839 3.14331 -0.764 0.100 -0.828 0.11
N -0.07143 -0.82379 -1.47011 2.139 -2.679 -0.923 0.11
C 0.13017 -1.93131 -2.24835 0.371 1.920 1.960 -0.03
N 1.32417 -2.50587 -1.97570 -1.887 -1.447 -1.595 -0.03
C 1.75388 -3.71517 -2.70530 1.032 -0.268 -1.360 -0.11
C 0.58418 -4.66702 -3.11227 0.182 -0.661 0.595 -0.16
C -0.34501 -5.11880 -1.93703 -0.296 -0.593 -0.147 -0.21
C 0.42440 -5.64512 -0.67698 0.334 0.739 0.004 -0.26
S -0.80087 -6.39548 0.46532 -1.852 0.629 -0.941 0.35
O -1.35473 -7.61997 -0.05789 1.359 0.303 0.505 -0.33
O -1.78220 -5.36040 0.69722 1.229 -0.299 0.446 -0.36
Cl 0.20833 -6.69146 2.24306 -0.143 -0.030 -0.859 0.39
H 3.42659 -3.00491 2.98400 0.713 -0.339 -0.096 0.06
H 4.78982 -4.09400 3.41999 -0.080 0.495 -0.564 0.08
H 5.07921 -2.36879 2.89061 -0.355 -0.863 0.250 0.08
H 5.32634 -2.99303 0.69273 -0.478 -0.381 0.389 0.13
H 5.76833 -5.38037 2.00883 -0.546 0.285 -0.691 0.08
H 5.90915 -5.17149 0.25864 -0.866 -0.351 0.431 0.08
H 4.38175 -5.91142 1.00568 0.486 0.522 -0.097 0.08
H 2.33297 -3.40188 1.20260 0.714 0.185 -0.287 0.11
H 2.99206 -4.40456 -0.11507 0.104 0.804 0.393 0.08
H 3.84378 -2.64144 -1.37686 -0.375 0.688 0.592 0.14
H 3.92498 -1.44736 -0.06816 -0.902 -0.103 -0.327 0.12
H 3.36573 0.51551 0.49682 -1.000 -0.167 0.451 0.12
H 2.23235 1.48184 1.46839 0.092 -0.752 -0.480 0.10
H -0.62622 -2.27995 -2.96969 0.793 0.001 0.421 0.16
H 2.56404 -4.27572 -2.18279 -0.866 0.577 0.012 0.12
H 2.22647 -3.36292 -3.66095 -0.262 -0.298 0.798 0.14
H -0.02454 -4.27399 -3.96121 0.405 -0.096 0.798 0.12
H 1.06610 -5.59620 -3.51226 -0.183 0.847 0.238 0.13
H -1.03134 -4.30538 -1.61784 0.382 -0.582 -0.203 0.10
H -0.96546 -5.96216 -2.33284 0.313 0.798 0.272 0.13
H 1.26101 -6.33877 -0.91509 -0.731 0.219 0.245 0.12
H 0.82269 -4.76188 -0.12178 -0.240 -0.834 -0.180 0.08
C -5.19388 3.98371 3.00113 0.121 -0.031 0.224 -0.21
C -4.22607 5.13533 3.29157 -0.181 -0.087 -0.128 -0.21
C -2.80530 4.60530 3.07461 0.033 0.417 0.277 -0.21
S -2.94123 3.29528 1.86106 -0.844 0.528 0.511 0.61
O -2.58534 2.04574 2.48883 0.255 -0.015 -0.309 -0.40
O -2.32849 3.72404 0.61369 0.542 -0.705 -0.025 -0.45
C -4.71666 3.36099 1.69423 -0.420 0.017 -0.014 -0.22
H -6.22436 4.33053 2.92558 0.046 -0.021 -0.017 0.12
H -5.14359 3.24602 3.80694 -0.054 -0.030 -0.076 0.12
H -4.42051 5.95599 2.60298 0.046 -0.038 0.094 0.08
H -4.35076 5.52204 4.30247 0.039 0.040 -0.077 0.12
H -2.13940 5.37942 2.69604 0.068 -0.148 -0.044 0.11
H -2.39364 4.17567 3.98770 0.037 -0.137 -0.136 0.11
H -5.10962 2.35990 1.52471 0.194 -0.025 -0.090 0.11
H -4.94723 4.00451 0.84385 0.084 -0.040 -0.005 0.11
C -5.35837 -5.80635 -0.60202 -0.112 0.036 -0.075 -0.20
C -6.11153 -6.16632 -1.88726 0.050 0.089 0.161 -0.22
C -6.15460 -4.90747 -2.76082 -0.298 -0.320 -0.124 -0.21
S -4.70403 -3.94794 -2.32573 -0.173 -0.435 0.086 0.67
O -5.13196 -2.71559 -1.71022 0.250 0.121 -0.249 -0.32
O -3.76465 -3.96754 -3.42986 0.140 0.381 0.099 -0.36
C -4.11630 -5.04617 -1.04928 -0.066 -0.124 0.292 -0.26
H -5.09774 -6.69289 -0.02306 0.016 0.059 0.003 0.12
H -5.98363 -5.16495 0.02486 0.070 -0.018 0.013 0.13
H -5.57555 -6.96028 -2.41272 -0.050 0.035 0.005 0.10
H -7.11305 -6.53346 -1.67845 0.080 -0.005 -0.094 0.10
H -6.12054 -5.15094 -3.82133 0.042 0.187 0.013 0.11
H -7.03463 -4.30138 -2.54795 0.124 0.089 0.007 0.11
H -3.65448 -4.47026 -0.25241 0.011 0.100 -0.161 0.09
H -3.38488 -5.71817 -1.50010 -0.028 0.047 -0.010 0.09
C 6.27565 4.57531 0.93696 0.013 -0.057 -0.009 -0.23
C 5.04660 4.67239 0.03060 -0.058 0.058 0.118 -0.20
C 5.27150 3.72439 -1.15144 -0.357 0.332 -0.116 -0.21
S 6.34425 2.42020 -0.54985 -0.020 0.428 0.271 0.67
O 7.60219 2.49953 -1.24492 -0.111 -0.384 -0.060 -0.31
O 5.59392 1.18238 -0.46436 0.032 -0.281 -0.156 -0.36
C 6.55899 3.08484 1.09379 -0.029 0.211 0.342 -0.22
H 6.10616 5.05385 1.90116 0.053 0.001 -0.050 0.12
H 7.12155 5.06852 0.45967 -0.066 -0.069 0.011 0.08
H 4.15737 4.36198 0.58781 0.027 0.002 -0.021 0.11
H 4.87813 5.69358 -0.31137 0.039 -0.054 -0.005 0.12
H 4.33767 3.28825 -1.50334 0.140 -0.112 -0.083 0.10
H 5.78076 4.22473 -1.97456 0.095 -0.122 0.047 0.11
H 7.56548 2.87194 1.44951 -0.024 -0.145 -0.124 0.11
H 5.82232 2.61031 1.74477 0.040 -0.069 -0.058 0.10
C 9.91139 9.62126 0.93418 0.047 -0.047 0.117 -0.22
C 10.79905 8.39255 0.71120 0.083 0.093 -0.078 -0.21
C 9.93254 7.15120 0.94753 0.484 -0.101 0.072 -0.22
S 8.25152 7.63186 0.55066 0.345 0.390 -0.190 0.66
O 7.46124 7.58225 1.75739 -0.169 -0.212 -0.186 -0.32
O 7.83822 6.96555 -0.66290 -0.294 -0.095 0.222 -0.33
C 8.61695 9.34002 0.17900 0.153 0.398 0.018 -0.23
H 10.38926 10.53523 0.58162 -0.042 -0.030 0.018 0.12
H 9.70396 9.73816 2.00126 -0.025 0.034 -0.051 0.12
H 11.16872 8.39288 -0.31742 -0.029 -0.005 0.041 0.12
H 11.66734 8.39666 1.37039 -0.041 -0.030 -0.034 0.12
H 10.23040 6.32296 0.30655 -0.190 -0.039 0.049 0.11
H 9.95520 6.83962 1.99159 -0.144 0.015 -0.040 0.11
H 7.78870 9.97226 0.49375 -0.089 -0.163 -0.028 0.11
H 8.76410 9.42166 -0.89876 -0.059 -0.077 0.028 0.11
C -6.21572 10.24417 0.19785 -0.090 0.086 0.045 -0.22
C -5.54554 11.19810 1.19197 0.069 0.041 -0.107 -0.21
C -5.66141 10.56695 2.58332 0.060 0.497 0.010 -0.22
S -5.72904 8.79427 2.32529 0.094 0.287 -0.219 0.67
O -7.02372 8.31601 2.74048 0.205 -0.216 0.133 -0.31
O -4.50392 8.19343 2.80203 -0.239 -0.067 0.120 -0.34
C -5.69117 8.85429 0.53963 -0.044 0.086 -0.400 -0.23
H -5.99246 10.51300 -0.83469 -0.021 -0.031 0.038 0.12
H -7.30059 10.27699 0.32869 0.037 -0.043 -0.035 0.12
H -4.49133 11.31670 0.92812 -0.044 -0.017 0.012 0.12
H -6.00099 12.18833 1.17080 0.030 -0.045 0.027 0.12
H -4.80295 10.80620 3.20834 -0.084 -0.164 0.083 0.10
H -6.58074 10.86836 3.08450 0.010 -0.159 0.011 0.11
H -6.30091 8.05091 0.12972 0.037 -0.067 0.163 0.11
H -4.65319 8.73687 0.22475 -0.021 -0.032 0.076 0.11
C -5.48135 -11.55826 -2.48585 -0.052 -0.108 0.001 -0.22
C -6.48339 -11.74321 -3.63024 0.099 -0.007 -0.073 -0.21
C -7.82538 -11.17058 -3.16253 -0.020 -0.348 -0.368 -0.22
S -7.43583 -9.89059 -1.96888 0.096 -0.081 -0.194 0.67
O -7.92604 -10.29956 -0.67777 -0.065 0.251 -0.044 -0.31
O -7.75097 -8.59880 -2.53237 -0.212 -0.168 0.241 -0.33
C -5.66361 -10.12390 -2.00321 0.385 -0.156 0.009 -0.24
H -4.45721 -11.74386 -2.81035 -0.036 0.009 0.035 0.12
H -5.71156 -12.25686 -1.67711 0.040 0.056 0.002 0.12
H -6.13585 -11.19533 -4.51020 -0.014 -0.013 0.043 0.12
H -6.58145 -12.79092 -3.91542 -0.017 0.056 0.003 0.12
H -8.38749 -10.73410 -3.98611 -0.077 0.082 0.169 0.10
H -8.42937 -11.92537 -2.65995 0.003 0.129 0.092 0.11
H -5.24802 -9.94652 -1.01263 -0.149 0.098 0.011 0.11
H -5.24799 -9.41236 -2.71849 -0.065 0.008 0.024 0.10
```
Positions in Å, forces in eV/Å.

As for the total charge: +1. As for the max |F|: 3.6 eV/A. Its total energy is -6444.178491 Ha.